This record from the Open Molecules 2025 dataset describes C36H28Cl5N6O2ReS2Te as an isolated structure at a distorted geometry. The level of theory is ωB97M-V with the def2-TZVPD basis set.

```
81
Properties=species:S:1:pos:R:3:forces:R:3:lowdin_spin:R:1
Re -1.178481 -0.458348 1.424158 0.04 0.50 0.27 0.76
Cl 1.050409 -0.392922 4.738331 -0.10 -0.11 -0.15 0.00
C -0.700218 -0.499924 4.778853 0.13 -0.03 0.11 0.00
C -1.399231 -0.560483 3.576983 0.06 -0.01 -0.02 -0.01
C -2.762365 -0.730620 3.756032 -0.08 -0.01 -0.07 0.00
Cl -3.549254 -0.899660 2.177630 -0.05 -0.01 0.15 0.01
C -3.459913 -0.785226 4.943540 -0.09 -0.04 -0.08 0.00
Cl -5.161946 -0.995573 4.952434 0.03 0.01 0.03 0.00
C -2.714486 -0.675222 6.116508 0.02 0.00 0.04 0.00
Cl -3.503311 -0.725297 7.639300 0.00 0.00 -0.01 0.00
C -1.326660 -0.540811 6.029755 0.04 -0.01 -0.02 0.00
Cl -0.401483 -0.430659 7.475183 -0.02 0.00 -0.02 0.00
O 1.106179 2.089614 1.149516 0.29 -0.35 0.17 -0.02
S 1.979384 0.840019 0.913672 0.10 0.29 0.42 0.00
O 3.056308 0.738357 1.858723 -0.14 0.01 -0.13 0.00
N 0.969663 -0.358011 0.910014 0.11 -0.47 -0.11 0.00
C 1.582039 -1.654203 0.787541 -0.25 0.17 0.03 0.00
C 2.851259 -1.924729 0.348898 0.17 -0.03 -0.06 0.01
C 3.358041 -3.243038 0.326224 -0.02 0.08 0.00 0.00
C 2.605857 -4.293761 0.751466 -0.07 0.02 0.04 0.01
C 1.283009 -4.057419 1.193566 0.08 -0.14 -0.05 0.00
C 0.436055 -5.094728 1.641129 0.05 -0.06 0.00 0.02
C -0.832177 -4.807350 2.049852 -0.06 0.09 -0.01 0.00
C -1.269948 -3.475881 1.999258 0.00 -0.05 0.03 0.03
N -0.515792 -2.484216 1.566880 0.13 0.00 0.00 0.00
C 0.772438 -2.748383 1.185742 -0.19 0.05 0.00 0.01
C 2.668193 1.175926 -0.660424 -0.05 0.07 -0.17 0.00
C 4.042515 1.376130 -0.734514 -0.07 0.06 -0.11 0.00
C 4.600457 1.650838 -1.973473 0.02 0.00 0.03 0.00
C 3.792522 1.727540 -3.099942 0.00 0.00 -0.01 0.00
C 2.420389 1.532556 -3.003220 -0.01 0.00 -0.03 0.00
C 1.842775 1.252139 -1.776806 0.14 -0.05 0.04 0.00
H 3.510593 -1.137553 0.018463 0.01 0.02 0.02 0.00
H 4.368227 -3.402942 -0.025512 0.00 0.02 0.00 0.00
H 2.998222 -5.301986 0.760669 -0.01 0.00 -0.01 0.00
H 0.811116 -6.110601 1.661234 0.00 0.01 -0.02 0.00
H -1.506801 -5.573533 2.403576 0.01 0.00 0.01 0.00
H -2.274269 -3.214996 2.306655 0.01 -0.02 0.02 0.00
H 4.651283 1.315710 0.156050 0.00 -0.01 0.02 0.00
H 5.667535 1.805085 -2.058230 0.00 0.00 0.00 0.00
H 4.237606 1.938543 -4.063482 0.00 0.00 0.00 0.00
H 1.795824 1.591875 -3.885387 0.00 -0.01 0.01 0.00
H 0.776348 1.089259 -1.695223 0.02 0.02 0.01 0.00
S -1.918923 1.836981 1.291584 0.01 -0.44 0.06 0.06
C -1.502189 2.045972 -0.388392 0.27 1.09 -0.17 -0.05
N -1.333718 3.284398 -0.826862 -0.13 -0.84 0.19 0.17
N -1.082320 3.524135 -2.106109 0.18 0.21 -0.21 0.12
C -1.504512 2.876141 -3.299730 0.12 0.05 0.24 0.00
C -0.740966 3.111056 -4.434390 0.08 -0.07 -0.15 0.02
C -1.114791 2.556311 -5.651818 0.00 0.01 0.04 0.00
C -2.253654 1.770698 -5.736135 0.02 0.00 0.06 0.02
C -3.027987 1.567463 -4.598237 -0.02 -0.03 -0.02 0.00
C -2.664229 2.116765 -3.381672 -0.15 0.04 -0.06 0.01
N -1.327630 0.971924 -1.186939 -0.45 -0.71 0.06 0.06
N -1.361948 -0.196040 -0.626719 0.27 0.17 -0.78 -0.10
C -1.323943 -1.235160 -1.638402 0.01 0.08 0.31 0.00
C -1.734926 -2.510929 -1.280175 -0.13 -0.09 -0.01 -0.01
C -1.701854 -3.545693 -2.202482 0.01 0.02 0.01 0.00
C -1.254782 -3.311841 -3.493778 0.01 0.04 0.02 -0.02
C -0.860701 -2.029769 -3.857439 -0.01 0.00 -0.01 0.00
C -0.901280 -0.990010 -2.943680 0.12 0.00 0.03 -0.01
H -0.730225 4.458264 -2.239950 -0.15 0.06 0.01 0.00
H 0.149598 3.726254 -4.365450 -0.01 -0.01 0.02 0.00
H -0.512909 2.744201 -6.531050 0.00 0.00 -0.01 0.00
H -2.544515 1.329973 -6.679796 -0.01 0.01 0.00 0.00
H -3.933340 0.977657 -4.659118 0.01 0.00 -0.01 0.00
H -3.287903 1.965687 -2.511721 0.04 0.00 -0.01 0.00
H -2.127118 -2.685191 -0.290996 -0.03 0.01 0.02 0.00
H -2.037563 -4.531945 -1.909632 -0.01 0.00 -0.01 0.00
H -1.227528 -4.117013 -4.215681 0.01 0.01 0.00 0.00
H -0.524791 -1.831443 -4.867051 0.00 -0.01 0.01 0.00
H -0.606487 0.005361 -3.238935 -0.01 0.05 -0.02 0.00
C 2.096160 2.960756 3.791454 0.21 -0.18 -0.16 -0.01
Te 0.244473 2.269754 3.027256 -0.47 0.38 0.33 -0.07
C -0.237483 4.287269 2.699392 -0.13 0.00 -0.16 0.00
H 2.464116 3.789188 3.191330 0.04 0.00 0.01 0.00
H 2.822572 2.156609 3.841329 -0.01 0.00 0.04 0.00
H 1.829593 3.299323 4.795561 0.05 0.02 0.01 0.00
H 0.123460 4.860254 3.550484 0.02 0.01 -0.01 0.00
H -1.310431 4.373453 2.566407 0.00 0.04 -0.01 0.00
H 0.282732 4.573670 1.785880 -0.03 0.06 -0.01 0.00
```
Positions in Å, forces in eV/Å.

Output
Largest force on an atom = 1.14 eV Å⁻¹
LUMO level (alpha / beta) = -3.938 / -3.940 eV
Relative energy (zero: lowest compared OMol25 entry of this formula, charge and spin) = 251.6 kJ/mol
Total charge = +1
<S²> = 0.96
Spin multiplicity = 2